# 1
{"formula": "C6H11O", "method": "the ωB97M-V functional and the def2-TZVPD basis", "e_homo_ev": -2.62, "total_charge": -1, "largest_force_ha_per_bohr": 0.0178, "spin_multiplicity": 1, "e_above_lowest_kcal_mol": 14.2, "e_lumo_ev": 3.9882, "symbols": ["C", "C", "C", "C", "H", "H", "H", "H", "H", "H", "C", "O", "C", "H", "H", "H", "H", "H"], "coordinates": [[-1.063257, 0.522373, 2.957374], [-0.575159, -0.033648, 1.848962], [-1.161363, -1.245392, 1.270397], [-0.632527, -1.816728, 0.189921], [-1.950770, 0.115668, 3.430370], [-0.584804, 1.384802, 3.400367], [0.224136, 0.392885, 1.243303], [-1.983432, -1.718973, 1.812698], [-1.031343, -2.750484, -0.194843], [0.262561, -1.368423, -0.264150], [1.324044, 1.069348, -1.284519], [1.612446, 0.076188, -0.405046], [0.802533, 0.562479, -2.643275], [2.233878, 1.675530, -1.521334], [0.542993, 1.766102, -0.896798], [0.574236, 1.425509, -3.292418], [-0.132348, 0.015640, -2.520434], [1.538177, -0.072877, -3.130574]], "forces_ev_per_a": [[0.23, 0.01, -0.13], [-0.64, 0.03, -0.25], [0.15, -0.20, 0.11], [0.17, -0.20, 0.04], [0.08, -0.06, 0.21], [-0.15, 0.15, 0.03], [0.41, -0.11, 0.18], [-0.05, 0.16, -0.11], [-0.09, 0.01, -0.02], [-0.14, 0.12, -0.06], [0.40, -0.78, 0.24], [-0.09, 0.07, -0.08], [-0.30, 0.66, -0.09], [-0.17, 0.33, -0.02], [0.00, 0.30, -0.06], [0.11, -0.13, -0.09], [-0.01, -0.22, 0.09], [0.10, -0.14, -0.03]]}

***

# 2
{"formula": "C9H22FInO3PS", "method": "the ωB97M-V functional and the def2-TZVPD basis", "e_homo_ev": -5.12, "total_charge": -1, "largest_force_ha_per_bohr": 0.1052, "spin_multiplicity": 1, "e_lumo_ev": 2.7149, "symbols": ["C", "C", "C", "In", "C", "C", "C", "F", "C", "S", "C", "C", "P", "O", "O", "O", "H", "H", "H", "H", "H", "H", "H", "H", "H", "H", "H", "H", "H", "H", "H", "H", "H", "H", "H", "H", "H", "H"], "coordinates": [[3.415336, -0.292595, 2.933964], [2.610099, 0.160503, 1.579539], [1.401098, 1.279226, 1.870174], [0.061630, 1.153150, -0.007342], [1.519733, 1.513440, -1.762519], [1.245715, 0.520780, -3.038771], [1.652672, -1.051201, -2.792848], [2.360822, -1.502836, -4.046913], [-0.559832, -1.038070, -0.154356], [-1.455712, -1.671787, 1.394537], [-2.673858, -2.973355, 0.709302], [-4.139074, -2.593922, 1.345761], [-1.873240, 2.791489, 0.031742], [-2.412232, 3.151673, 1.490933], [-1.494062, 4.336430, -0.757505], [-3.264396, 2.138281, -0.856114], [2.740952, -0.720832, 3.789308], [4.053592, 0.582738, 3.400029], [4.159040, -1.165147, 2.601576], [2.044489, -0.746419, 1.047767], [3.341357, 0.668714, 0.810435], [1.902704, 2.341818, 1.986732], [0.773701, 1.022584, 2.824512], [1.382950, 2.627703, -2.164274], [2.614409, 1.324351, -1.362281], [0.116016, 0.538800, -3.408670], [1.925560, 0.925232, -3.926585], [2.401417, -1.238263, -1.912346], [0.680201, -1.728165, -2.715019], [-1.234453, -1.169170, -1.102978], [0.398467, -1.735932, -0.259832], [-2.286641, -4.048371, 0.963703], [-2.693444, -2.865461, -0.458892], [-5.058054, -2.899714, 0.667524], [-4.204687, -3.048538, 2.433972], [-4.143422, -1.410814, 1.493095], [-2.407089, 4.776843, -0.855117], [-2.901765, 2.046837, -1.792244]], "forces_ev_per_a": [[0.65, -0.64, -0.61], [-1.32, 0.77, 0.38], [0.99, -0.01, 0.31], [1.97, -0.63, 0.32], [-0.05, 0.02, -1.01], [0.58, 0.08, -0.38], [-0.38, 0.33, -0.90], [-1.13, 0.53, 2.12], [0.26, -1.50, -0.53], [-0.24, -0.37, -1.89], [-0.47, 0.08, -0.48], [0.43, 0.57, 0.43], [-3.21, 2.62, 3.48], [1.60, -1.31, -4.71], [-2.68, -1.70, 0.27], [2.81, 1.18, -0.80], [1.01, 0.86, -1.81], [-1.32, -1.65, -1.09], [-1.39, 1.83, 0.93], [1.66, 1.61, 1.28], [-1.29, -1.23, 1.50], [-1.08, -2.06, -0.03], [1.35, 0.43, -1.65], [0.57, -2.35, 0.92], [-2.08, 0.58, -0.96], [2.37, 0.09, 0.83], [-1.46, -1.18, 1.63], [-1.49, 0.45, -1.72], [2.30, 1.36, -0.06], [1.10, 0.05, 1.80], [-2.01, 1.51, -0.07], [-0.96, 1.99, -0.38], [0.07, -0.14, 2.28], [1.95, 0.40, 1.50], [-0.12, 0.79, -2.29], [-0.11, -2.62, -0.47], [1.95, -0.79, 0.34], [-0.81, 0.02, 1.53]]}

***

# 3
{"formula": "C36H56Ge2N5NdO", "method": "the ωB97M-V functional and the def2-TZVPD basis", "e_homo_ev": [-11.67, -11.67], "total_charge": 2, "largest_force_ha_per_bohr": 0.0819, "spin_multiplicity": 4, "e_above_lowest_kcal_mol": 36.5, "e_lumo_ev": [-5.6409, -5.5268], "symbols": ["Nd", "N", "C", "C", "C", "N", "H", "H", "H", "H", "H", "H", "H", "H", "H", "H", "C", "C", "Ge", "C", "C", "C", "C", "Ge", "C", "C", "C", "C", "C", "C", "C", "C", "C", "C", "H", "H", "H", "H", "H", "H", "H", "H", "H", "H", "H", "H", "H", "H", "H", "H", "H", "H", "H", "H", "H", "H", "H", "H", "H", "H", "C", "C", "C", "C", "N", "C", "C", "C", "C", "C", "C", "C", "H", "H", "H", "H", "H", "H", "H", "H", "C", "N", "C", "C", "C", "N", "C", "C", "O", "H", "H", "H", "H", "H", "H", "H", "H", "H", "H", "H", "H"], "coordinates": [[0.889613, 0.334610, 0.659553], [2.769194, -1.135077, 1.546998], [4.110392, -0.524848, 1.928356], [4.812347, 0.028197, 0.699844], [4.210850, 1.263809, 0.123461], [3.049029, 0.983108, -0.742322], [2.428126, -1.618222, 2.400196], [2.954041, -1.892512, 0.872376], [4.704921, -1.361245, 2.333378], [3.903408, 0.219367, 2.741413], [4.961209, -0.807836, -0.031549], [5.838764, 0.352783, 1.030491], [4.959842, 1.812739, -0.445505], [3.863968, 1.950014, 0.918316], [3.258200, 0.171649, -1.332447], [2.864306, 1.752427, -1.386367], [1.484857, -1.782462, -4.656039], [1.592107, -0.943276, -3.371553], [-0.118236, -0.303047, -2.621886], [-0.505363, 1.561466, -3.065833], [-0.940087, 2.011224, -4.456137], [-1.602448, -1.213119, -3.560852], [-1.827788, -2.491434, -3.251090], [-1.264616, -2.258224, -1.262285], [-2.977535, -2.168312, -0.301140], [-4.128587, -1.449637, -1.023077], [-0.311889, -3.991230, -0.919188], [-0.964875, -5.004369, 0.050389], [-2.715293, -3.456452, -4.008155], [-3.223619, -4.615137, -3.343496], [-3.728192, -5.675103, -4.109242], [-3.565345, -5.642921, -5.472263], [-3.228142, -4.482784, -6.148574], [-2.750296, -3.387637, -5.430490], [0.697163, -1.352936, -5.312132], [1.242747, -2.864448, -4.461462], [2.325778, -1.708251, -5.302417], [2.245155, -0.027664, -3.573379], [1.944882, -1.590413, -2.553179], [0.363753, 2.108906, -2.683893], [-1.321617, 1.817508, -2.417929], [-0.257739, 1.722391, -5.265855], [-1.001201, 3.115886, -4.446830], [-1.981838, 1.634220, -4.657483], [-2.200869, -0.633270, -4.289241], [-2.648881, -1.628326, 0.631643], [-3.260463, -3.168020, 0.026573], [-3.939266, -0.373288, -1.007371], [-5.078885, -1.595967, -0.530838], [-4.265206, -1.693668, -2.076187], [0.697580, -3.791585, -0.532185], [-0.300877, -4.396862, -1.957746], [-1.120480, -4.491831, 1.006519], [-0.317708, -5.848817, 0.229459], [-1.901786, -5.399924, -0.298050], [-3.206335, -4.551958, -2.269059], [-4.169755, -6.552937, -3.682710], [-3.815670, -6.547461, -6.017809], [-3.426724, -4.424275, -7.208330], [-2.588839, -2.415605, -5.900634], [-2.775024, 3.547056, 1.185341], [-3.599366, 3.038686, 2.197897], [-3.283031, 1.719629, 2.599414], [-2.114566, 1.073245, 2.119611], [-1.416110, 1.535706, 0.989851], [-1.805143, 2.772281, 0.572800], [-1.496947, -0.084729, 2.835997], [-1.781037, -0.179167, 4.222972], [-1.365791, -1.333306, 4.866868], [-0.591517, -2.287082, 4.195421], [-0.372973, -2.170190, 2.840677], [-0.694650, -0.947182, 2.197288], [-2.815462, 4.567847, 0.857049], [-4.457316, 3.560046, 2.512738], [-3.906652, 1.174574, 3.249873], [-1.222898, 3.185452, -0.279463], [-2.301376, 0.605456, 4.769883], [-1.626653, -1.455004, 5.915264], [-0.158799, -3.127440, 4.665902], [0.145114, -3.007054, 2.345777], [2.070443, 4.519255, 0.525455], [2.472612, 4.236805, 1.867975], [3.335217, 5.204444, 2.567384], [2.698151, 5.654230, 3.907173], [2.264121, 4.411210, 4.734888], [1.895750, 3.204081, 3.943398], [1.243030, 2.144804, 4.675739], [1.881064, 3.215507, 2.606455], [1.475381, 2.163828, 1.964679], [1.480232, 5.382044, 0.360524], [1.499657, 3.658107, 0.174073], [2.949150, 4.590746, -0.157544], [3.465896, 6.146584, 1.979962], [4.351374, 4.754744, 2.627468], [1.827358, 6.277542, 3.624123], [3.446998, 6.234728, 4.471213], [1.440960, 4.567082, 5.457064], [3.036191, 4.100198, 5.415297], [0.188059, 2.073975, 4.436324], [1.307483, 2.471256, 5.693054], [1.795287, 1.222087, 4.449375]], "forces_ev_per_a": [[-1.64, 0.60, 0.69], [0.31, -0.41, 0.64], [-0.64, -0.79, 0.23], [1.47, -0.30, 0.97], [-0.46, 1.12, -0.41], [-0.60, -0.65, -0.40], [0.00, 0.25, -0.70], [-0.03, 0.23, 0.38], [-0.01, 0.59, 0.09], [0.37, -0.48, -0.84], [-0.10, 0.78, 0.33], [-0.80, -0.61, -0.28], [0.11, -0.03, -0.06], [0.23, -0.32, -0.16], [0.05, 0.35, -0.08], [0.15, -0.10, 0.11], [-1.82, -0.21, -0.16], [0.71, 0.44, -0.08], [-1.58, -1.24, -1.11], [0.59, 0.57, 1.04], [-0.64, -0.11, -0.37], [-0.17, 1.30, -0.77], [-0.78, 0.05, 1.25], [-0.80, -1.96, -1.82], [0.33, 1.27, 0.95], [0.56, 0.60, 0.04], [0.28, -0.25, 0.16], [0.24, 1.24, 0.20], [1.16, -0.84, 0.31], [0.20, 1.34, -1.37], [0.93, 0.64, 0.84], [-0.75, -0.47, -0.56], [0.21, 0.66, 0.35], [-1.07, 0.07, 0.90], [0.06, -0.49, 0.49], [0.18, 1.18, -0.19], [1.21, -0.15, -0.06], [-0.56, -1.23, 0.58], [0.71, 0.39, -0.27], [-0.03, 0.45, -0.28], [-0.45, 0.26, 0.64], [-0.27, -0.05, 0.19], [0.02, -0.50, -0.10], [1.16, 0.30, -0.03], [0.52, -0.44, -0.21], [-0.82, -0.43, -0.67], [0.25, -0.22, -0.22], [-0.02, 0.07, 0.00], [-0.22, -0.19, 0.27], [0.19, -0.38, 0.05], [0.03, -0.18, -0.47], [0.43, 0.31, 0.76], [-0.19, -0.32, 0.01], [0.33, -0.26, -0.02], [-0.49, 0.01, -0.20], [-0.17, -0.49, 0.31], [0.00, -0.26, 0.44], [-0.17, 0.23, -0.15], [0.45, 0.00, -0.16], [0.42, -0.43, -0.06], [0.16, 0.17, 0.12], [1.92, -2.30, -1.45], [0.96, 1.09, -1.15], [1.02, 0.83, -1.26], [-1.54, 0.68, 1.89], [1.03, -0.68, -0.12], [-1.97, 2.52, 1.68], [-0.09, -1.08, -0.43], [0.28, 0.58, 0.65], [-0.88, 0.20, -0.53], [0.80, 0.96, 0.24], [1.93, -2.47, -2.81], [-0.49, 0.28, -0.18], [-0.77, 0.53, 0.65], [-0.51, -0.37, 0.93], [-0.56, -0.27, 0.58], [-0.08, -0.27, -0.19], [0.30, -0.06, -0.09], [-0.06, -0.88, 0.86], [-0.03, 0.59, 0.01], [1.06, -1.78, -1.48], [-0.51, -0.09, 1.94], [0.30, 0.65, 0.05], [-0.13, -1.06, -0.33], [-0.38, 0.15, 0.27], [0.08, 1.94, -1.40], [0.46, -0.25, -0.50], [0.98, -0.46, -1.21], [-0.17, 0.59, 0.40], [-0.63, 1.11, 0.37], [-0.08, 0.13, -0.09], [-0.39, 0.03, 0.55], [-0.27, -0.99, 0.05], [-0.59, 0.29, 0.44], [0.46, -0.24, 0.44], [-0.57, -0.12, -0.15], [0.00, 0.51, -0.75], [0.85, -0.16, 0.02], [-0.12, -0.23, -0.29], [0.18, -0.53, 0.76], [-0.54, -0.01, 0.54]]}

***

# 4
{"formula": "C3H3ClNO", "method": "the ωB97M-V functional and the def2-TZVPD basis", "e_homo_ev": [-15.76, -15.76], "total_charge": 1, "largest_force_ha_per_bohr": 0.0932, "spin_multiplicity": 1, "e_above_lowest_kcal_mol": 83.6, "e_lumo_ev": [-7.2952, -7.2948], "symbols": ["C", "C", "C", "N", "O", "Cl", "H", "H", "H"], "coordinates": [[0.016313, -0.028103, -1.091061], [-0.143480, -1.291444, -0.673199], [0.186695, 0.787407, 0.230533], [0.140540, -0.397692, 1.201482], [-0.163164, -0.396262, 2.331811], [-1.095777, 1.962528, 0.430645], [0.151012, 0.439733, -2.037002], [-0.156180, -2.367785, -0.642401], [1.064040, 1.291617, 0.249191]], "forces_ev_per_a": [[0.07, -2.96, 3.77], [1.06, 3.03, 0.28], [-3.07, -0.32, -0.95], [-1.62, -1.44, -0.84], [0.79, 0.53, -1.96], [0.16, -0.25, 0.25], [-0.35, 0.07, -0.78], [-0.12, -0.05, -0.11], [3.07, 1.39, 0.34]]}